Record 1
The following is a quantum chemistry calculation of the molecule C6H7N, from OMol25.

Structure (XYZ):
```
14
Properties=species:S:1:pos:R:3:forces:R:3:mulliken_charge:R:1
N -0.5274 2.8054 -1.2701 0.133 -0.822 0.710 -0.420
C -0.3696 1.9382 -0.5203 -0.143 0.671 -0.602 -0.122
C -0.1506 0.8283 0.4164 -0.023 0.090 0.024 0.463
C 1.2415 0.1675 0.1721 0.060 0.038 0.001 -0.823
C 0.8986 -1.2255 -0.2846 -0.190 -0.057 -0.021 -0.321
C -0.4071 -1.4728 -0.2561 0.177 0.032 -0.029 -0.326
C -1.2151 -0.2992 0.2332 -0.045 0.042 0.022 -0.816
H -0.2077 1.2504 1.4246 0.015 -0.063 -0.162 0.299
H 1.8201 0.7188 -0.5778 -0.088 -0.092 0.117 0.356
H 1.8404 0.1600 1.0901 -0.087 -0.018 -0.107 0.285
H 1.6617 -1.9320 -0.5965 -0.121 0.078 0.043 0.392
H -0.8719 -2.4116 -0.5422 0.088 0.122 0.046 0.391
H -1.9995 -0.0043 -0.4736 0.143 -0.054 0.108 0.357
H -1.7135 -0.5232 1.1847 0.081 0.034 -0.149 0.283
```
Forces are in eV/Å.

Properties
Total energy, eV: -7824.7884
LUMO energy, hartree: 0.032
SMILES: N#CC1CC=CC1
Highest occupied orbital energy, eV: -9.75
Frontier orbital gap, hartree: 0.3905
Energy relative to the best compared isomer or geometry (same formula, charge and spin), kJ/mol: 82.9
M, g mol⁻¹: 93.129

=====

Record 2
The following is a quantum chemistry calculation of the molecule C6H7N, from OMol25.

Structure (XYZ):
```
14
Properties=species:S:1:pos:R:3:forces:R:3:mulliken_spin:R:1
C -2.9583 0.0259 -0.0639 7.687 1.589 -1.583 0.120
C -1.4532 -0.0311 -0.3860 -8.030 1.374 0.568 0.245
C -0.4096 0.7163 0.2923 0.117 4.025 -4.259 0.538
C -0.2904 -0.7517 0.2849 3.375 -7.174 0.346 0.639
C 2.1517 0.1459 0.1596 0.088 -2.096 0.519 0.036
C 0.7512 -0.0208 -0.3822 1.416 -0.242 4.310 0.061
N -4.0368 -0.0763 0.2711 -4.338 -0.936 1.394 0.227
H -1.4481 -0.2563 -1.4636 0.646 -0.159 0.305 0.098
H -0.1993 1.5067 0.9262 -0.605 0.931 1.847 0.016
H 2.1690 0.2129 1.2978 0.060 -0.004 -1.584 -0.001
H 2.5933 0.9879 -0.3202 0.569 0.922 0.001 -0.022
H 2.7671 -0.7604 -0.1864 -0.738 1.202 0.747 0.014
H -0.2674 -1.5924 0.9654 -0.184 0.294 0.076 -0.006
H 0.6308 -0.1066 -1.3951 -0.062 0.276 -2.687 0.035
```
Forces are in eV/Å.

Properties
Total energy, eV: -7815.5729
LUMO energy (alpha / beta), hartree: 0.027 / -0.136
Spin multiplicity: 3
Highest occupied orbital energy (alpha / beta), eV: -3.42 / -10.60
Frontier orbital gap (alpha / beta), hartree: 0.1523 / 0.2537
Energy relative to the best compared isomer or geometry (same formula, charge and spin), kJ/mol: 454.9
M, g mol⁻¹: 93.129

=====

Record 3
The following is a quantum chemistry calculation of the ion C6H7N2 with charge +1, from OMol25.

Structure (XYZ):
```
15
Properties=species:S:1:pos:R:3:forces:R:3:mulliken_charge:R:1
C -3.7310 -0.9099 0.1799 0.490 0.810 0.055 -0.544
C -3.2165 0.2447 0.1384 0.139 0.023 0.158 0.113
C 1.2850 0.1339 0.6969 0.279 1.127 0.871 -0.528
C 0.4589 0.7808 -0.4309 -0.059 2.226 -0.676 -0.280
C 0.7212 -0.6863 -0.3687 0.112 -1.908 -0.985 -0.168
C -0.9630 0.5775 -0.2116 -2.372 -0.190 1.577 0.332
N -2.1807 1.1228 0.0105 2.669 0.187 -1.496 -0.098
N -0.7926 -0.8658 -0.0034 -0.907 -0.310 0.221 -0.248
H 2.3596 0.4321 0.7271 -0.983 -0.630 -0.371 0.281
H 0.8208 0.0811 1.6812 0.203 0.096 -0.081 0.222
H 0.7011 1.5978 -1.0978 0.985 -0.285 0.052 0.425
H 1.2802 -1.4536 -0.9825 -1.109 1.143 0.554 0.384
H -2.2409 2.2032 -0.1180 -0.296 -2.324 0.345 0.352
H -1.5259 -1.4360 -0.5424 0.870 0.427 0.379 0.398
H -0.9763 -1.0703 1.0058 -0.021 -0.390 -0.603 0.359
```
Forces are in eV/Å.

Properties
Charge: +1
Total energy, eV: -9300.7069
LUMO energy (alpha / beta), hartree: -0.207 / -0.207
Highest occupied orbital energy (alpha / beta), eV: -13.24 / -13.24
Frontier orbital gap (alpha / beta), hartree: 0.2799 / 0.2797
Energy relative to the best compared isomer or geometry (same formula, charge and spin), kJ/mol: 716.9
M, g mol⁻¹: 107.136

=====

Please write out number 1 again, unchanged.
The following is a quantum chemistry calculation of the molecule C6H7N, from OMol25.

Structure (XYZ):
```
14
Properties=species:S:1:pos:R:3:forces:R:3:mulliken_charge:R:1
N -0.5274 2.8054 -1.2701 0.133 -0.822 0.710 -0.420
C -0.3696 1.9382 -0.5203 -0.143 0.671 -0.602 -0.122
C -0.1506 0.8283 0.4164 -0.023 0.090 0.024 0.463
C 1.2415 0.1675 0.1721 0.060 0.038 0.001 -0.823
C 0.8986 -1.2255 -0.2846 -0.190 -0.057 -0.021 -0.321
C -0.4071 -1.4728 -0.2561 0.177 0.032 -0.029 -0.326
C -1.2151 -0.2992 0.2332 -0.045 0.042 0.022 -0.816
H -0.2077 1.2504 1.4246 0.015 -0.063 -0.162 0.299
H 1.8201 0.7188 -0.5778 -0.088 -0.092 0.117 0.356
H 1.8404 0.1600 1.0901 -0.087 -0.018 -0.107 0.285
H 1.6617 -1.9320 -0.5965 -0.121 0.078 0.043 0.392
H -0.8719 -2.4116 -0.5422 0.088 0.122 0.046 0.391
H -1.9995 -0.0043 -0.4736 0.143 -0.054 0.108 0.357
H -1.7135 -0.5232 1.1847 0.081 0.034 -0.149 0.283
```
Forces are in eV/Å.

Properties
Total energy, eV: -7824.7884
LUMO energy, hartree: 0.032
SMILES: N#CC1CC=CC1
Highest occupied orbital energy, eV: -9.75
Frontier orbital gap, hartree: 0.3905
Energy relative to the best compared isomer or geometry (same formula, charge and spin), kJ/mol: 82.9
M, g mol⁻¹: 93.129

=====

Look up the total energy of the first one. -7824.7884 eV

=====

What is the energy relative to the best compared isomer or geometry (same formula, charge and spin) in the second record? 454.9 kJ/mol

=====

What is the formula in the second record? C6H7N